(1)
DFT (wB97M-V/def2-TZVPD) results for C16H21N3O3S in the gas phase at a distorted geometry.

```
! RIJCOSX wB97M-V def2-TZVPD def2/J DEFGRID3
* xyz 0 1
C 2.4975 0.5943 -1.6648
C 1.7254 0.0581 -0.4536
C 3.2862 -0.5687 -2.2393
C 4.2540 -0.2026 -3.3563
C 3.7217 2.2218 -4.5425
C -0.3235 0.4151 0.7922
C 0.3958 1.3946 1.7505
C -0.5465 -0.9857 1.3764
C -1.8108 -1.1610 2.1675
C -1.9736 -1.1558 3.5328
C -3.1234 -1.1488 1.5922
C -4.0293 -1.1491 2.6575
C -3.6134 -1.1448 0.2813
C -5.4294 -1.2084 2.4382
C -4.9986 -1.2534 0.0704
C -5.8853 -1.3027 1.1334
H 2.8403 2.2698 -0.5660
H 4.1194 1.1904 -0.6209
H 1.7984 1.0373 -2.3680
H 2.5845 -1.3451 -2.6211
H 3.9015 -1.0288 -1.4510
H 4.7855 -1.1111 -3.5969
H 5.0134 0.5672 -3.1018
H 3.2213 2.8372 -5.2982
H 3.3790 2.5024 -3.5283
H 4.8101 2.4792 -4.5846
H 0.0338 1.0537 -1.1254
H -1.3054 0.8298 0.6103
H -0.6215 -1.6029 0.4809
H 0.3188 -1.3277 1.9389
H -1.2436 -1.1351 4.3395
H -3.7150 -1.1292 4.7575
H -2.9314 -1.0511 -0.5763
H -6.1855 -1.2822 3.2493
H -5.4105 -1.2017 -0.9297
H -6.9479 -1.3776 0.9012
H 0.5425 1.9325 3.5494
N 3.4042 1.6558 -1.1933
N 0.4028 0.4013 -0.4576
N -3.3146 -1.2206 3.8238
O 2.2268 -0.5558 0.4748
O 1.1431 2.2594 1.3891
O 0.0715 1.2254 3.0275
S 3.4472 0.4492 -4.8135
*
```

- maximum force (Eh/bohr) = 0.035
- SMILES = CSCC[C@H](N)C(=O)N[C@@H](Cc1c[nH]c2ccccc12)C(=O)O
- highest occupied orbital energy (eV) = -7.9883
- LUMO (eV) = 0.5
- orbital gap (eV) = 8.5067

---

(2)
DFT (wB97M-V/def2-TZVPD) results for C16H21N5O2 in the gas phase at a distorted geometry.

```
! RIJCOSX wB97M-V def2-TZVPD def2/J DEFGRID3
* xyz 0 1
C 4.0696 3.2035 -0.2802
C 3.3318 1.9031 -0.2280
N 2.0505 1.9438 -0.5187
C 1.3968 0.7808 -0.4647
N 0.0859 0.6400 -0.7102
N -0.1573 -0.6573 -0.5011
C -1.3903 -1.2184 -0.5932
N -2.3693 -0.4039 -1.0460
H -2.0190 0.5178 -1.2828
C -3.7570 -0.4851 -0.6514
C -4.3273 0.9040 -0.3241
O -3.9327 1.4389 0.9165
C -2.5867 1.8559 1.0788
C -2.1311 2.9940 0.1451
O -0.8261 3.4050 0.4381
H -0.1944 2.7539 0.0954
H -2.2078 2.6916 -0.9089
H -2.7776 3.8628 0.3010
H -1.8901 1.0131 0.9940
H -2.5444 2.2194 2.1085
H -5.4141 0.8185 -0.2404
H -4.0996 1.5900 -1.1504
H -3.8506 -1.1304 0.2269
H -4.3504 -0.9166 -1.4674
C -1.4839 -2.5550 -0.2486
C -0.3244 -3.2479 0.1362
N 0.8649 -2.6795 0.1884
C 0.9505 -1.3944 -0.1192
C 2.0052 -0.4644 -0.1026
C 3.3735 -0.4915 0.1962
C 4.0207 0.7226 0.1240
H 5.0759 0.7866 0.3458
C 4.0574 -1.7696 0.5499
H 4.4514 -2.2333 -0.3550
H 4.8871 -1.5923 1.2304
H 3.3465 -2.4605 0.9958
C -0.4001 -4.6944 0.5049
H -1.0571 -4.8308 1.3623
H -0.8019 -5.2745 -0.3240
H 0.5924 -5.0583 0.7515
H -2.4334 -3.0606 -0.2942
H 4.5364 3.4107 0.6812
H 3.3766 4.0024 -0.5253
H 4.8537 3.1605 -1.0347
*
```

- maximum force (Eh/bohr) = 0.025
- SMILES = Cc1cc(C)c2c(n1)nn1c(NCCOCCO)cc(C)nc21
- highest occupied orbital energy (eV) = -7.9136
- LUMO (eV) = 0.3
- orbital gap (eV) = 8.2367

---

no.,energy (eV)
1,-38382.0361
2,-28478.2655